[1]
This record from the OMol25 dataset describes 5 unconnected molecules or ions with the total composition C27H63NO3P at a distorted geometry. The level of theory is ωB97M-V/def2-TZVPD.

Computed properties:
HOMO = -5.4 eV
total energy = -1688.39654 Ha
total charge = -1
LUMO energy = 2.23 eV
gap between HOMO and LUMO = 7.585 eV

```
95
Properties=species:S:1:pos:R:3:forces:R:3
N 6.432273 1.801106 1.057764 0.054 -0.011 -0.786
C 5.526645 1.090500 1.230673 1.488 1.286 1.340
O 4.626443 0.402698 1.743379 -0.700 -0.408 -0.418
P 3.602773 -0.417442 0.431560 -0.783 -2.437 -1.027
O 2.371565 -0.525291 1.648242 1.203 0.671 0.331
C 1.374731 0.397429 1.424109 -0.937 -0.273 -0.923
C 1.824624 1.524178 0.457696 1.077 -0.788 1.357
O 3.014053 1.082320 -0.126444 -0.309 -0.106 -0.460
H 2.761551 -1.204874 -0.455265 0.109 0.348 -0.239
H 4.184757 -1.668138 0.850229 -0.208 0.363 0.568
H 4.650490 -0.282414 -0.533341 -0.034 0.335 0.217
H 0.596162 -0.187769 0.926356 -0.675 0.272 -0.125
H 0.933891 0.850414 2.306000 0.125 -0.125 0.602
H 2.129430 2.410080 1.002991 -0.592 0.549 0.256
H 0.984767 1.702392 -0.200604 0.088 0.337 -0.693
C 4.626396 7.624594 5.179841 0.024 -0.082 0.107
C 5.977571 6.945900 5.386317 -0.012 0.129 -0.016
C 6.810231 6.848276 4.109871 0.058 -0.025 -0.029
C 6.182059 6.016126 2.990370 -0.081 0.017 0.031
C 5.848446 4.573211 3.364925 0.053 -0.024 -0.075
C 7.069737 3.745927 3.746217 -0.050 0.033 0.146
H 3.996320 7.064310 4.488607 0.002 0.010 -0.025
H 4.087174 7.702831 6.125658 -0.032 0.026 -0.013
H 4.754814 8.634274 4.783134 -0.010 -0.004 -0.042
H 5.825995 5.952346 5.815121 0.017 -0.021 -0.028
H 6.545965 7.515416 6.127898 0.006 -0.027 0.025
H 7.792757 6.438954 4.360666 -0.005 -0.022 -0.009
H 6.995108 7.859452 3.729800 -0.007 0.019 0.028
H 6.868023 6.009710 2.138168 -0.002 -0.029 -0.011
H 5.271232 6.509917 2.638034 0.009 0.023 -0.006
H 5.364401 4.097549 2.510025 0.017 -0.043 0.001
H 5.119607 4.552318 4.181597 -0.015 0.037 0.000
H 7.788484 3.719289 2.926961 -0.016 -0.047 -0.025
H 6.777136 2.719252 3.962344 0.048 -0.038 -0.071
H 7.570005 4.142858 4.634711 -0.005 0.027 -0.003
C -3.663698 1.106319 -3.558632 -0.015 -0.100 -0.102
C -3.337139 -0.358517 -3.280726 -0.081 0.115 0.099
C -2.457759 -0.562566 -2.048224 0.034 -0.090 0.002
C -1.071822 0.079724 -2.122852 -0.034 0.099 0.000
C -0.206793 -0.366410 -3.298888 0.049 -0.073 0.043
C 0.123878 -1.855901 -3.276102 -0.022 0.065 -0.082
H -2.764715 1.685903 -3.771198 0.007 0.017 0.028
H -4.323757 1.195208 -4.423801 -0.008 0.040 0.006
H -4.169185 1.561326 -2.704257 0.034 0.027 0.019
H -2.866257 -0.800290 -4.160973 0.043 -0.013 0.012
H -4.274696 -0.903088 -3.130524 0.010 -0.034 -0.030
H -2.352256 -1.635792 -1.864772 0.013 -0.003 0.003
H -2.977591 -0.159448 -1.172644 -0.017 -0.003 -0.001
H -0.538167 -0.139935 -1.193768 0.025 0.002 -0.001
H -1.179407 1.168086 -2.156306 0.004 0.004 0.017
H 0.727814 0.197951 -3.269179 -0.001 0.021 0.001
H -0.690916 -0.110019 -4.247695 -0.018 0.011 0.015
H 0.643132 -2.122790 -2.354148 0.002 0.010 0.013
H 0.774295 -2.112507 -4.114033 0.013 -0.054 0.020
H -0.775354 -2.470173 -3.355988 0.000 -0.007 0.023
C -1.607091 -2.324513 7.387534 -0.147 0.032 -0.005
C -2.459086 -2.768474 6.201665 0.090 -0.075 0.059
C -1.646453 -3.035508 4.935732 -0.075 0.020 -0.067
C -0.897243 -1.824038 4.379051 0.058 0.001 0.064
C -1.769923 -0.616613 4.046624 -0.037 -0.036 -0.121
C -2.800987 -0.897263 2.956633 -0.023 0.098 0.091
H -1.099848 -1.380121 7.188232 0.033 -0.008 -0.005
H -2.227276 -2.183377 8.274650 0.032 0.003 0.027
H -0.849854 -3.074399 7.624320 0.041 0.018 -0.018
H -3.231332 -2.019472 6.005342 0.002 0.002 -0.028
H -2.987294 -3.686885 6.474024 -0.037 0.014 -0.009
H -2.313470 -3.437605 4.167474 0.005 0.004 -0.008
H -0.918117 -3.825896 5.142148 0.000 -0.007 0.017
H -0.362821 -2.132330 3.476614 0.037 0.038 -0.006
H -0.126949 -1.515678 5.090221 0.032 -0.011 -0.015
H -1.119675 0.193808 3.710523 0.020 0.010 0.027
H -2.276892 -0.250293 4.944987 0.017 -0.015 0.015
H -2.312610 -1.226369 2.037427 0.003 -0.033 0.000
H -3.371700 0.004437 2.727480 -0.016 -0.015 -0.040
H -3.512923 -1.667093 3.260942 0.006 -0.020 -0.021
C -2.638608 -3.246860 -5.669700 0.008 -0.207 -0.054
C -3.064533 -4.047079 -6.896996 0.038 0.138 0.019
C -4.225704 -3.412149 -7.659693 -0.024 -0.075 -0.068
C -5.525737 -3.284336 -6.864695 0.031 0.048 0.056
C -6.074770 -4.597339 -6.310356 -0.087 0.008 -0.101
C -6.441958 -5.607799 -7.393752 0.032 -0.031 0.134
H -3.440672 -3.180314 -4.933099 0.006 0.042 0.012
H -1.785357 -3.720062 -5.183918 0.022 0.048 0.034
H -2.344802 -2.233230 -5.948636 -0.016 0.021 0.015
H -3.318144 -5.068251 -6.598759 -0.022 -0.006 -0.025
H -2.211603 -4.131393 -7.575315 -0.001 -0.038 -0.008
H -4.408859 -3.989526 -8.570864 -0.023 0.007 0.001
H -3.926475 -2.413904 -7.993858 0.023 0.005 0.008
H -6.282923 -2.827642 -7.510272 -0.019 -0.009 0.005
H -5.377759 -2.586108 -6.036260 0.012 0.009 -0.005
H -6.968125 -4.375183 -5.720979 0.016 -0.007 0.041
H -5.357012 -5.045982 -5.618856 0.014 0.023 0.009
H -7.187443 -5.193415 -8.075646 0.022 0.009 -0.035
H -6.861579 -6.511214 -6.948795 -0.014 -0.019 -0.036
H -5.571617 -5.905315 -7.980069 -0.005 0.008 -0.026
```
Positions in Å, forces in eV/Å.



[2]
This record from the OMol25 dataset describes a molecular structure, C27H64AsF6N8O7Tl at a distorted geometry. The level of theory is ωB97M-V/def2-TZVPD.

Computed properties:
HOMO = -12.7 eV
total energy = -5038.86722 Ha
total charge = +2
LUMO energy = -11.22 eV
gap between HOMO and LUMO = 1.507 eV

```
114
Properties=species:S:1:pos:R:3:forces:R:3
Tl -3.848931 0.515136 0.535036 0.852 0.094 -0.038
As 0.133572 0.925945 0.140310 -0.382 0.277 0.588
F -0.955941 0.585174 1.468004 0.493 0.257 0.100
F 0.312401 2.606823 0.622775 -0.045 -0.628 0.174
F 1.217588 1.315372 -1.194508 -0.506 -0.606 0.263
F -0.039214 -0.745590 -0.349975 0.343 0.525 -0.336
F -1.311494 1.371660 -0.709523 0.304 -0.068 -0.674
F 1.475913 0.437651 1.144560 0.120 0.229 -0.218
C 4.403672 -0.539349 -1.058502 0.574 0.895 -0.534
C 4.829187 -1.763003 -0.215719 -1.773 0.449 -0.697
N 5.792194 -2.616030 -0.846911 0.487 0.372 2.217
C 7.138398 -2.024062 -0.918148 -1.105 -1.323 0.035
C 7.974232 -2.465050 0.288445 0.343 0.430 1.237
C 5.673639 -4.050937 -0.598770 0.059 0.224 -0.977
C 4.337501 -4.605662 -1.087630 0.619 0.027 0.449
H 4.282144 -0.801403 -2.110102 -0.038 -0.185 0.066
H 5.126265 0.278570 -1.012639 0.063 -0.107 -0.007
H 3.464109 -0.107549 -0.711564 -0.054 -0.310 0.274
H 5.161391 -1.367769 0.756695 0.559 -0.137 -0.010
H 3.871577 -2.247795 -0.026892 0.462 -0.682 0.099
H 7.586426 -2.457557 -1.815834 0.217 0.684 -0.251
H 6.963460 -0.957845 -0.848624 0.509 0.147 -0.679
H 7.415917 -2.280357 1.212266 -0.113 -0.015 -0.099
H 8.341123 -3.486713 0.343392 -0.188 -0.079 -0.523
H 8.837706 -1.800527 0.363861 0.036 -0.064 -0.284
H 5.788086 -4.164024 0.489998 0.031 -0.131 0.046
H 6.509347 -4.535216 -1.104433 0.059 -0.019 0.154
H 4.236266 -4.292300 -2.124436 -0.520 -0.011 0.058
H 3.562755 -4.259309 -0.408332 -0.376 -0.017 -0.467
H 4.350202 -5.692848 -1.043741 0.069 0.006 0.001
C 0.353066 -3.906414 0.394163 0.429 0.198 -0.372
C 0.458374 -4.691293 -0.895854 -0.290 -0.124 1.053
O 0.043000 -5.832338 -0.997718 -0.208 -0.109 -0.097
N 1.074986 -4.108100 -1.946897 0.835 -0.112 -0.412
C 1.500096 -2.737740 -2.168370 -1.263 -0.165 -1.329
H 1.280936 -3.341406 0.516300 -0.150 0.176 0.206
H 0.228096 -4.577303 1.238018 -0.084 -0.139 -0.110
H -0.471281 -3.191374 0.348424 0.022 0.067 -0.026
H 1.009549 -4.689767 -2.772259 0.119 0.024 0.020
H 2.070758 -2.715986 -3.098857 0.342 -0.156 0.182
H 2.043858 -2.211497 -1.393246 -0.262 -0.259 0.365
H 0.575764 -2.226075 -2.456797 0.280 0.824 0.486
C -0.701048 2.675308 3.823499 -0.032 0.462 0.342
C -2.126545 2.302783 4.137465 -0.652 0.121 -0.519
O -2.881758 1.856405 3.274504 -0.068 -0.149 0.370
N -2.539155 2.570613 5.389268 0.663 0.298 0.498
C -3.885072 2.475875 5.900901 -0.764 -0.018 -0.597
H -0.139401 1.784081 3.570188 0.114 0.064 -0.339
H -0.215620 3.214532 4.640002 -0.047 -0.281 0.177
H -0.747703 3.398608 3.012070 0.137 -0.392 -0.406
H -1.800773 2.892687 5.990026 -0.197 0.057 0.256
H -4.030278 3.018196 6.830963 0.514 -0.134 0.156
H -4.204822 1.440676 6.016477 0.025 -0.012 0.115
H -4.578287 2.955980 5.205992 0.090 -0.167 -0.183
C 2.930612 3.900490 0.241060 0.097 0.496 -0.885
C 4.279724 4.324340 -0.296403 0.740 -0.191 0.924
O 5.288139 3.688800 0.011972 -0.114 -0.104 -0.416
N 4.396456 5.471080 -1.013759 -0.599 -0.504 -0.079
C 3.274843 6.245316 -1.501311 -0.520 0.195 0.692
H 2.995941 3.032048 0.883508 0.235 0.101 0.145
H 2.295191 3.623221 -0.602857 -0.185 0.151 0.101
H 2.517248 4.771291 0.751923 -0.280 -0.229 0.101
H 5.320746 5.668898 -1.360981 0.064 -0.009 0.012
H 2.655757 6.580407 -0.661684 0.267 0.156 0.067
H 2.556680 5.687801 -2.108208 0.451 -0.076 -0.433
H 3.658098 7.130684 -1.997514 -0.123 -0.098 -0.251
C -0.957662 -1.919552 3.754782 -0.919 0.268 0.057
C -2.375933 -1.985248 3.236931 -0.237 1.670 -1.338
O -2.635777 -1.348118 2.195422 -0.045 -0.722 0.404
N -3.366175 -2.557137 3.907525 -0.245 -0.823 0.882
C -3.309889 -3.327108 5.138029 -0.684 -0.050 0.416
H -0.401860 -2.794246 3.428843 0.220 0.011 0.249
H -1.004524 -1.773490 4.834176 0.372 -0.398 0.060
H -0.592011 -1.001441 3.299894 0.386 -0.213 -0.095
H -4.300733 -2.376015 3.577437 0.124 0.083 -0.340
H -2.375930 -3.855190 5.299525 0.106 0.129 -0.197
H -4.120874 -4.056867 5.106245 0.225 -0.198 -0.155
H -3.559637 -2.723761 6.015328 0.372 0.193 -0.039
C -4.161232 5.748613 0.906228 0.113 0.352 -0.366
C -3.508275 4.617185 0.113293 -0.329 0.232 1.355
O -3.363246 3.519359 0.641542 0.015 -0.390 -0.384
N -3.064977 4.927917 -1.108377 -0.008 0.330 -0.877
C -2.365441 4.026433 -1.986187 0.756 -0.849 -0.260
H -5.248889 5.741059 0.835144 0.006 -0.196 -0.173
H -3.809906 6.720119 0.551559 -0.078 -0.019 -0.016
H -3.918104 5.680470 1.963206 0.147 -0.280 -0.054
H -3.347075 5.804354 -1.512855 0.021 0.131 0.260
H -2.758978 3.011475 -1.946398 -0.181 0.099 0.090
H -1.304787 3.921921 -1.733510 -0.093 0.120 0.359
H -2.359155 4.361939 -3.022199 -0.453 0.265 0.092
C -5.417428 1.297513 -3.632549 0.596 -0.957 -0.106
C -3.905819 1.121744 -3.515102 -0.527 0.076 0.255
O -3.365556 0.728367 -2.486214 -0.230 0.087 0.026
N -3.184577 1.473246 -4.597465 0.358 0.445 -0.416
C -1.726804 1.458413 -4.572593 -0.246 -0.810 0.672
H -5.835796 1.364858 -2.632106 0.001 0.569 -0.044
H -5.849915 0.369051 -4.017987 0.100 0.057 -0.240
H -5.649283 2.104671 -4.320352 -0.310 0.154 0.262
H -3.641192 1.563213 -5.489393 -0.136 0.173 0.088
H -1.263556 2.164631 -5.253267 -0.291 -0.001 -0.227
H -1.404697 0.432569 -4.769831 0.406 0.183 -0.180
H -1.416760 1.688540 -3.553424 0.049 0.018 -0.028
C -2.318363 -2.566093 -3.269039 -0.495 0.842 -0.132
C -2.688197 -2.747917 -1.817504 -0.902 0.773 0.365
O -2.720255 -1.818256 -1.015629 0.543 -0.346 -0.061
N -3.188645 -3.959796 -1.518198 -0.256 -0.950 -0.102
C -3.645061 -4.467467 -0.246875 -0.275 0.169 0.873
H -1.921487 -1.561707 -3.412073 0.348 -0.140 0.193
H -3.279920 -2.517172 -3.792138 0.087 -0.305 -0.169
H -1.695161 -3.332678 -3.719471 0.023 -0.118 0.141
H -3.428365 -4.575643 -2.279191 0.453 0.075 -0.184
H -2.904553 -5.140996 0.189098 -0.052 -0.150 -0.116
H -4.596068 -4.985963 -0.368435 0.158 -0.226 -0.191
H -3.857139 -3.712065 0.511094 0.318 0.438 -0.392
```
Positions in Å, forces in eV/Å.



Q: total charge of number 2 (C27H64AsF6N8O7Tl)?
A: +2



Q: The lowest HOMO belongs to which entry?
A: C27H64AsF6N8O7Tl



Q: Which formula does entry 1 have?
A: C27H63NO3P